128
Properties=species:S:1:pos:R:3 method="wB97M-V/def2-TZVPD" homo_ev=-14.58 largest_force_ha_per_bohr=0.041 total_charge=+3
Ir -0.5120 0.9216 0.4761
O -1.3466 0.9904 2.6255
S -0.0474 0.3148 3.1142
C -0.4365 -1.0439 4.1329
C 0.0010 -1.1778 5.4328
C -0.3820 -2.2593 6.2419
C -1.2584 -3.1698 5.7179
C -1.9085 -4.3761 6.3379
C -2.8131 -4.9597 5.2247
C -2.5897 -4.0641 4.0387
C -3.1114 -4.0849 2.7747
C -2.6646 -3.1167 1.8658
C -1.7439 -2.1128 2.1552
P -1.3319 -1.2461 0.5846
C -2.9476 -0.6505 -0.0241
C -3.5626 0.3643 0.7236
C -4.7958 0.8743 0.3348
C -5.4363 0.3770 -0.7862
C -4.8498 -0.6560 -1.5118
C -3.6192 -1.1649 -1.1387
C -0.7421 -2.5878 -0.4723
C -0.8908 -2.5273 -1.8579
C -0.5732 -3.6235 -2.6442
C -0.0660 -4.7790 -2.0633
C 0.1290 -4.8278 -0.6908
C -0.2157 -3.7456 0.1029
C -1.2605 -2.0236 3.5000
C -1.6833 -3.0413 4.3752
C 0.9292 1.4100 4.0266
C 0.5819 2.0301 5.2107
C 1.5210 2.7678 5.9486
C 2.8186 2.8029 5.4951
C 4.0628 3.4128 6.0847
C 5.1992 3.0605 5.0865
C 4.5191 2.3055 3.9760
C 4.9771 1.7460 2.8133
C 4.0402 1.1754 1.9302
C 2.6802 1.0778 2.1841
P 1.7263 0.6283 0.6692
C 2.2657 -1.0550 0.3074
C 2.5955 -1.8789 1.3871
C 3.0681 -3.1640 1.1667
C 3.2125 -3.6359 -0.1296
C 2.8543 -2.8350 -1.2058
C 2.3748 -1.5543 -0.9901
C 2.4672 1.8438 -0.4606
C 2.2718 3.1767 -0.0889
C 2.8920 4.2010 -0.7782
C 3.7192 3.9084 -1.8561
C 3.9430 2.5878 -2.2141
C 3.3344 1.5554 -1.5100
C 2.2195 1.5362 3.4511
C 3.1486 2.1882 4.2715
H 0.6538 -0.4231 5.8491
H -0.0165 -2.3295 7.2572
H -2.4809 -4.0924 7.2216
H -1.1551 -5.0909 6.6709
H -3.8652 -4.9564 5.5127
H -2.5589 -5.9927 4.9851
H -3.8335 -4.8251 2.4579
H -3.0618 -3.1852 0.8592
H -3.1164 0.7036 1.6489
H -5.2794 1.6337 0.9367
H -6.4056 0.7610 -1.0743
H -5.3703 -1.0859 -2.3574
H -3.2154 -1.9970 -1.6962
H -1.2963 -1.6359 -2.3133
H -0.7678 -3.5958 -3.7091
H 0.1600 -5.6424 -2.6749
H 0.5278 -5.7221 -0.2309
H -0.0899 -3.8175 1.1754
H -0.4257 1.9128 5.5933
H 1.2258 3.2501 6.8706
H 4.2540 3.0105 7.0801
H 3.9433 4.4905 6.2037
H 5.9722 2.4488 5.5530
H 5.6959 3.9522 4.7031
H 6.0213 1.7728 2.5326
H 4.4239 0.8293 0.9759
H 2.5293 -1.5043 2.4004
H 3.3459 -3.7865 2.0065
H 3.6066 -4.6286 -0.3034
H 2.9685 -3.2067 -2.2157
H 2.1158 -0.9288 -1.8303
H 1.6686 3.4199 0.7780
H 2.7424 5.2267 -0.4665
H 4.2101 4.7065 -2.3970
H 4.6170 2.3538 -3.0273
H 3.5752 0.5370 -1.7730
C -2.8575 3.5662 2.2813
Te -1.3213 3.6259 0.8149
C -2.6337 4.1030 -0.7998
H -3.1197 4.6016 2.4823
H -2.4683 3.0856 3.1714
H -3.7123 3.0192 1.8923
H -3.6142 4.2628 -0.3582
H -2.6714 3.2821 -1.5105
H -2.2868 5.0148 -1.2747
C -3.4404 0.6156 -5.2815
O -2.1535 -0.0001 -5.2360
C -1.5123 -0.2033 -6.4114
C -2.0011 0.1313 -7.6682
C -1.2552 -0.1619 -8.8025
C -0.0234 -0.7921 -8.7134
C 0.4784 -1.1193 -7.4651
C -0.2546 -0.8082 -6.3316
N 0.2413 -1.1865 -5.0421
C 0.3373 -0.4678 -3.9632
C 0.2457 0.9402 -3.8296
C 0.5092 1.7822 -4.9306
C 0.5509 3.1426 -4.7879
C 0.3161 3.6825 -3.5232
C 0.0467 2.8811 -2.4344
C -0.0174 1.4900 -2.5372
O -0.3482 0.6519 -1.5552
H -3.7691 0.6869 -4.2488
H -4.1456 0.0076 -5.8491
H -3.3781 1.6146 -5.7153
H -2.9650 0.6043 -7.7749
H -1.6553 0.1023 -9.7720
H 0.5409 -1.0255 -9.6045
H 1.4419 -1.6042 -7.3655
H 0.4830 -2.1660 -4.9444
H 0.5589 -1.0408 -3.0721
H 0.7261 1.3410 -5.8939
H 0.7808 3.7808 -5.6287
H 0.3518 4.7564 -3.3849
H -0.0867 3.3453 -1.4803